DFT (wB97M-V/def2-TZVPD) results for the ion C3H3N2S with charge +1 in a non-equilibrium geometry.

Computed properties:
Net charge = +1
Multiplicity = 1
E_LUMO = -5.8889 eV
Energy above the lowest of the compared OMol25 structures with the same formula, charge and spin = 374.75 kJ/mol

Each atom is followed by the atoms it is bonded to, with distances in Å.
Atoms and positions in Å:
1 S -1.9730 0.0783 1.2511  C5 1.693, H7 1.362
2 N -0.2660 0.7238 -0.5912  C5 1.348, C6 1.141
3 N 0.3899 -0.9562 0.7687  C4 1.150, C5 1.330
4 C 1.3376 -1.5307 0.4603  N3 1.150, H8 1.114
5 C -0.4157 0.0867 0.5872  S1 1.693, N2 1.348, N3 1.330
6 C 0.3802 1.1294 -1.4399  N2 1.141, H9 1.128
7 H -2.1712 1.3822 0.9097  S1 1.362
8 H 2.0605 -2.3745 0.5363  C4 1.114
9 H 0.6576 1.4610 -2.4822  C6 1.128